Here is a 2-piece molecular cluster, C16H17N overall at a distorted geometry from OMol25. Energies are from ωB97M-V with the def2-TZVPD basis set.

The geometry in ORCA input format:
```
! wB97M-V def2-TZVPD RIJCOSX def2/J DEFGRID3
* xyz 0 1
C -2.263 -0.988 -2.302
C -2.524 -1.249 -0.843
C -3.104 -2.255 -0.134
N -2.934 -2.060 1.225
C -2.259 -0.890 1.408
C -1.701 -0.371 2.575
C -1.044 0.856 2.525
C -1.037 1.522 1.297
C -1.383 0.955 0.084
C -2.089 -0.233 0.134
H -3.187 -1.212 -2.828
H -1.388 -1.505 -2.713
H -1.789 0.000 -2.350
H -3.681 -3.081 -0.505
H -3.416 -2.495 1.977
H -1.728 -0.818 3.557
H -0.577 1.317 3.379
H -0.421 2.427 1.244
H -1.442 1.506 -0.855
C 2.558 0.431 -2.678
C 2.560 0.629 -1.152
C 1.795 -0.341 -0.485
C 1.692 -0.231 0.888
C 2.459 0.647 1.642
C 3.306 1.554 0.989
C 3.308 1.502 -0.421
H 1.532 0.584 -3.010
H 3.042 -0.523 -2.891
H 3.094 1.207 -3.210
H 1.266 -1.110 -1.037
H 0.867 -0.826 1.274
H 2.561 0.557 2.715
H 4.031 2.217 1.422
H 3.894 2.276 -0.920
*
```

Values from the calculation:
Orbital gap   0.3202 Eh
Structure (SMILES)   Cc1c[nH]c2ccccc12.Cc1ccccc1
E_HOMO   -0.2874 Ha



Here is a 13-piece molecular cluster, C5H38N2O12 overall at a distorted geometry from OMol25. Energies are from ωB97M-V with the def2-TZVPD basis set.

The geometry in ORCA input format:
```
! wB97M-V def2-TZVPD RIJCOSX def2/J DEFGRID3
* xyz 0 1
N 2.423 -1.118 -0.579
C 0.999 -0.555 -0.721
C 0.995 0.972 -0.408
C 0.439 -0.875 -2.126
N -1.011 -1.054 -2.001
C -1.207 -2.501 -1.737
C -2.046 -0.487 -2.892
H 3.021 -0.326 -0.707
H 2.661 -1.324 0.394
H 0.274 -0.948 0.079
H -0.066 1.285 -0.747
H 0.900 1.294 0.682
H 1.609 1.571 -1.042
H 0.742 -0.170 -2.920
H 0.882 -1.870 -2.527
H -0.377 -2.798 -1.121
H -1.131 -3.166 -2.600
H -2.071 -2.669 -1.112
H -1.846 0.186 -3.711
H -2.495 -1.526 -3.332
H -2.813 0.026 -2.215
H 1.074 -0.766 2.958
H -0.498 -0.883 3.235
O 0.291 -0.380 3.377
H 3.681 1.761 0.323
H 3.863 1.656 -1.201
O 4.219 2.143 -0.381
H 2.268 -3.330 -0.656
H 1.027 -3.331 -1.585
O 1.477 -3.905 -0.967
H 2.506 -2.970 2.982
H 2.876 -3.246 1.498
O 2.333 -2.794 2.106
H 1.942 1.268 2.432
H 3.180 0.816 2.880
O 2.566 0.611 2.150
H -3.511 0.680 0.135
H -4.707 1.437 -0.614
O -3.788 1.294 -0.564
H -2.256 0.149 1.564
H -2.080 -0.532 0.360
O -2.796 -0.518 0.987
H -3.120 3.591 0.630
H -2.560 2.846 -0.534
O -2.237 3.251 0.276
H 1.365 3.214 -2.046
H 0.111 3.218 -2.759
O 0.926 3.742 -2.688
H -2.709 2.432 2.212
H -1.939 1.406 3.029
O -2.856 1.662 2.740
H -0.737 -3.256 1.112
H 0.613 -2.788 1.671
O -0.331 -2.524 1.625
H -0.597 3.023 2.010
H 0.206 3.832 1.124
O 0.314 3.249 1.922
*
```

Values from the calculation:
Orbital gap   0.3161 Eh
E_HOMO   -0.3157 Ha



Here is C4H5NO as an isolated structure from OMol25. Energies are from ωB97M-V with the def2-TZVPD basis set.

The geometry in ORCA input format:
```
! wB97M-V def2-TZVPD RIJCOSX def2/J DEFGRID3
* xyz 0 1
C -1.272 -0.343 0.007
C -0.213 0.726 0.080
O 0.609 0.594 1.283
C 1.151 0.533 -0.441
C 1.562 -0.789 -0.747
N 2.002 -1.784 -1.149
H -2.085 -0.152 0.713
H -1.697 -0.349 -1.002
H -0.845 -1.328 0.206
H -0.613 1.737 -0.009
H 1.403 1.155 1.059
*
```

Values from the calculation:
Orbital gap   0.3299 Eh
E_HOMO   -0.3508 Ha



Here is the molecule CH3NO2S at a distorted geometry from OMol25. Energies are from ωB97M-V with the def2-TZVPD basis set.

The geometry in ORCA input format:
```
! wB97M-V def2-TZVPD RIJCOSX def2/J DEFGRID3
* xyz 0 1
C 1.149 0.117 -0.063
N -0.462 -0.408 0.204
O -0.374 -1.618 0.559
O -2.474 1.360 -0.395
S -2.219 0.035 0.193
H 1.784 -0.749 0.428
H 1.232 1.065 0.223
H 1.363 0.198 -1.149
*
```

Values from the calculation:
Orbital gap (spin up / spin down)   0.3364 / 0.2853 Eh
E_HOMO (spin up / spin down)   -0.3310 / -0.3224 Ha



Here is the molecule C2H4N2O2S at a distorted geometry from OMol25. Energies are from ωB97M-V with the def2-TZVPD basis set.

The geometry in ORCA input format:
```
! wB97M-V def2-TZVPD RIJCOSX def2/J DEFGRID3
* xyz 0 1
O -0.494 1.553 1.948
C -1.434 1.032 1.440
O -1.446 -0.316 1.055
N -0.218 -0.920 1.246
C 0.609 -0.726 0.137
N 0.151 -0.254 -0.935
S 1.322 -0.221 -2.265
H -2.487 1.297 1.220
H 0.212 -0.540 2.103
H 1.599 -1.136 0.338
H 0.466 0.408 -3.084
*
```

Values from the calculation:
Orbital gap   0.3540 Eh
Structure (SMILES)   O=CON/C=N/S
E_HOMO   -0.3224 Ha



Quick rundown of DFT total energy, same order as above: -674.60527, -1225.56588, -285.25569, -643.15620, -736.70255 Ha
Quick rundown of relative energy (zero: lowest compared OMol25 entry of this formula, charge and spin), same order as above: 32.2, 140.0, 99.7, 99.1, 64.2 kcal/mol